w:
Molecular formula: C3H11N4
Method: DFT, ωB97M-V with the def2-TZVPD basis set

The total charge is +1. Its SMILES is [H]/N=C(/N)N[NH+](C)C. The HOMO energy comes out at -14.001 eV. The calculation puts the frontier orbital gap at 10.88 eV.

```
18
Properties=species:S:1:pos:R:3:lowdin_charge:R:1
C 0.23 1.76 0.45 -0.43
C -0.98 -1.99 0.21 0.01
C 0.96 -0.96 -0.85 0.01
N 1.27 1.75 1.10 0.17
N -0.32 2.76 -0.22 0.16
N -0.76 0.35 0.26 0.07
N -0.03 -0.85 0.24 -0.26
H -1.51 -1.99 -0.74 0.11
H -0.45 -2.93 0.33 0.11
H -1.71 -1.87 1.01 0.11
H 0.45 -1.06 -1.80 0.11
H 1.59 -0.07 -0.87 0.10
H 1.60 -1.84 -0.70 0.11
H 1.65 0.96 1.60 0.06
H 0.08 3.67 -0.05 0.13
H -1.29 2.72 -0.49 0.11
H -1.23 0.47 -0.64 0.11
H 0.47 -0.88 1.15 0.19
```

---

x:
Molecular formula: C3H11N4
Method: DFT, ωB97M-V with the def2-TZVPD basis set

The total charge is +1. Its SMILES is C/C(N)=[NH+]/C(N)N. The HOMO energy comes out at -13.902 eV. The calculation puts the frontier orbital gap at 10.83 eV.

```
18
Properties=species:S:1:pos:R:3:lowdin_charge:R:1
C -1.09 -0.02 -0.01 -0.37
C -2.34 0.77 0.19 0.02
C 1.45 -0.17 -0.44 -0.43
N -1.26 -1.32 -0.07 0.18
N 1.48 -1.43 0.12 0.08
N 2.43 0.89 -0.03 0.04
N 0.13 0.53 -0.26 0.14
H -2.75 0.79 -0.83 0.11
H -3.00 0.02 0.82 0.13
H -2.24 1.78 0.63 0.11
H 1.69 -0.26 -1.45 0.13
H -2.14 -1.82 0.25 0.18
H -0.34 -1.82 -0.09 0.11
H 1.36 -1.42 1.10 0.10
H 2.19 -2.08 -0.26 0.15
H 2.48 1.85 -0.48 0.11
H 2.19 1.20 0.93 0.08
H 0.25 1.51 -0.31 0.14
```

---

y:
Molecular formula: C3H11N4
Method: DFT, ωB97M-V with the def2-TZVPD basis set

The total charge is +1. The HOMO energy comes out at -12.692 eV. The calculation puts the frontier orbital gap at 9.76 eV.

```
18
Properties=species:S:1:pos:R:3:lowdin_charge:R:1
C -1.38 1.06 -0.37 -0.09
C -1.00 2.27 0.16 -0.25
N -0.21 3.34 -0.33 0.08
H -0.97 0.75 -1.36 0.08
H -2.29 0.62 -0.05 0.05
H -1.62 2.65 1.00 0.12
H 0.46 3.08 -1.00 0.06
H 0.29 3.71 0.50 0.11
N -0.34 -1.96 -0.77 0.22
C 0.66 -1.77 0.10 -0.45
N 0.92 -0.60 0.67 0.18
N 1.50 -2.76 0.51 0.18
H -0.59 -2.85 -1.08 0.12
H -1.04 -1.17 -0.88 0.11
H 1.44 -0.60 1.52 0.12
H 0.15 0.13 0.59 0.09
H 1.71 -3.47 -0.20 0.14
H 2.32 -2.41 0.98 0.12
```

---

Which of them is most stable? Easy: y.

---

w:
Molecular formula: C3H11N4
Method: DFT, ωB97M-V with the def2-TZVPD basis set

The total charge is +1. The HOMO energy comes out at -12.682 eV. The calculation puts the frontier orbital gap at 9.13 eV.

```
18
Properties=species:S:1:pos:R:3:lowdin_charge:R:1
N 2.04 -0.71 -0.99 0.04
C 1.67 -2.08 -0.86 -0.34
N 1.05 -2.49 0.20 0.05
H 1.40 -0.08 -0.48 0.04
H 2.08 -0.44 -1.97 0.08
H 2.02 -2.66 -1.73 0.12
H 0.91 -3.50 0.18 0.04
C -0.70 0.77 0.98 -0.12
C -1.40 1.06 -0.19 -0.16
N -1.98 0.13 -1.02 0.10
N -0.44 1.92 1.85 0.17
H -0.37 -0.21 1.39 0.12
H -1.43 2.09 -0.58 0.13
H -2.25 0.40 -1.93 0.10
H -1.47 -0.76 -1.00 0.11
H 0.52 1.82 2.21 0.18
H -1.12 1.96 2.61 0.17
H -0.52 2.79 1.33 0.16
```

---

x:
Molecular formula: C3H11N4
Method: DFT, ωB97M-V with the def2-TZVPD basis set

The total charge is +1. The HOMO energy comes out at -13.374 eV. The calculation puts the frontier orbital gap at 9.50 eV.

```
18
Properties=species:S:1:pos:R:3:lowdin_charge:R:1
C -0.70 0.44 -2.16 0.12
C 0.23 0.57 1.22 -0.28
C 0.29 -0.53 0.29 -0.31
N -2.21 0.00 -0.34 0.11
N -0.99 -0.09 -0.99 -0.12
N 1.39 -0.82 -0.38 0.11
N 1.31 0.43 2.20 0.01
H 0.38 0.38 -2.33 0.08
H -1.23 0.82 -3.05 0.12
H -0.73 0.50 1.75 0.12
H 0.46 1.60 0.73 0.17
H -0.23 -1.40 0.72 0.16
H -2.50 -0.88 0.07 0.12
H 2.09 0.03 -0.37 0.18
H -2.89 0.33 -0.96 0.09
H 1.44 -0.55 2.42 0.07
H 2.23 0.90 1.87 0.12
H 1.67 -1.74 -0.69 0.13
```

---

Which of them is most stable? Easy: w.

---

w:
Molecular formula: C4H9NO3
Method: DFT, ωB97M-V with the def2-TZVPD basis set

The total charge is 0. Its SMILES is C=CC(=O)O.NCO. The HOMO energy comes out at -10.122 eV. The calculation puts the frontier orbital gap at 10.57 eV.

```
17
Properties=species:S:1:pos:R:3:lowdin_charge:R:1
C -1.58 -0.45 0.79 -0.38
N -0.73 -1.41 1.44 0.03
O -2.61 -0.13 1.69 -0.07
H -3.10 0.60 1.28 0.09
H -0.35 -0.94 2.27 0.07
H -1.34 -2.12 1.82 0.07
H -2.01 -0.88 -0.12 0.11
H -1.03 0.45 0.54 0.11
C 0.70 0.70 -1.60 -0.58
C 1.76 0.09 -0.79 -0.09
C 2.63 0.84 -0.11 0.07
O 0.08 -0.23 -2.34 0.09
O 0.37 1.87 -1.62 0.08
H -0.59 0.28 -2.84 0.14
H 1.80 -1.00 -0.76 0.11
H 2.58 1.93 -0.14 0.08
H 3.41 0.39 0.49 0.07
```

---

x:
Molecular formula: C4H9NO3
Method: DFT, ωB97M-V with the def2-TZVPD basis set

The total charge is 0. Its SMILES is C[C@@H](O)[C@H](N)C(=O)O. The HOMO energy comes out at -9.597 eV. The calculation puts the frontier orbital gap at 10.07 eV.

```
17
Properties=species:S:1:pos:R:3:lowdin_charge:R:1
C -0.27 0.45 0.09 -0.32
C 0.62 0.00 1.21 -0.49
C -0.38 -0.53 -1.10 -0.41
C -1.26 -1.66 -0.68 -0.03
H 1.21 1.55 -0.37 0.09
H -0.12 2.45 -0.03 0.12
H -1.26 0.59 0.50 0.17
H 0.65 -0.93 -1.35 0.17
H -0.39 0.94 -2.33 0.09
H -2.24 -1.30 -0.48 0.08
H -0.95 -2.08 0.21 0.05
H -1.29 -2.44 -1.40 0.08
H 2.25 0.40 2.10 0.15
N 0.22 1.59 -0.49 0.05
O 0.27 -0.84 2.03 0.10
O -0.97 0.18 -2.16 -0.03
O 1.74 0.67 1.31 0.13
```

---

y:
Molecular formula: C4H9NO3
Method: DFT, ωB97M-V with the def2-TZVPD basis set

The total charge is 0. Its SMILES is C[C@H](CO)C(=O)NO. The HOMO energy comes out at -9.464 eV. The calculation puts the frontier orbital gap at 9.72 eV.

```
17
Properties=species:S:1:pos:R:3:lowdin_charge:R:1
C -0.99 0.26 2.16 -0.06
C -0.21 0.41 0.67 -0.18
C -1.19 0.39 -0.66 -0.23
C 0.43 -0.95 0.19 -0.51
H -1.55 -0.69 2.38 0.06
H -1.57 1.23 2.54 0.09
H -0.29 0.12 3.07 0.07
H 0.32 1.28 0.46 0.07
H -2.28 0.70 -0.13 0.17
H -1.34 -0.70 -0.86 0.13
H -0.71 2.05 -1.25 0.05
H 2.20 -1.29 -0.82 0.21
H 1.07 1.24 -1.64 0.20
N 1.21 -0.76 -0.89 0.12
O -0.75 1.24 -1.62 -0.02
O 0.13 -2.00 0.84 0.02
O 1.55 0.84 -0.67 -0.18
```

---

Which of them is most stable? Easy: x.

---

w:
Molecular formula: C4H9NO3
Method: DFT, ωB97M-V with the def2-TZVPD basis set

The total charge is 0. Its SMILES is NC(=O)O.C=CCO. The HOMO energy comes out at -9.905 eV. The calculation puts the frontier orbital gap at 10.39 eV.

```
17
Properties=species:S:1:pos:R:3:lowdin_charge:R:1
N -1.82 1.40 0.45 0.15
C -1.03 1.72 -0.66 -0.62
O -1.25 0.89 -1.74 0.07
O -0.35 2.75 -0.74 0.05
H -1.43 1.90 1.25 0.11
H -1.87 0.39 0.63 0.08
H -2.02 0.33 -1.58 0.11
C 0.85 -1.85 0.28 -0.24
O -0.58 -1.82 0.55 -0.10
C 1.16 -0.51 -0.32 -0.18
C 1.76 0.52 0.31 0.03
H 1.10 -2.63 -0.46 0.12
H 1.41 -1.98 1.23 0.12
H -0.88 -2.63 0.99 0.09
H 0.87 -0.36 -1.36 0.10
H 1.77 1.52 -0.09 0.05
H 2.31 0.35 1.24 0.07
```

---

x:
Molecular formula: C4H9NO3
Method: DFT, ωB97M-V with the def2-TZVPD basis set

The total charge is 0. The HOMO energy comes out at -8.778 eV. The calculation puts the frontier orbital gap at 9.34 eV.

```
17
Properties=species:S:1:pos:R:3:lowdin_charge:R:1
C 0.16 0.25 -1.02 -0.16
C 1.63 0.03 -0.70 -0.14
C -0.82 -1.66 -0.16 -0.30
O 0.00 -2.54 -0.14 0.08
H -1.71 -1.55 -0.79 0.16
H 0.00 1.28 -1.34 0.09
H -0.15 -0.31 -1.90 0.09
H 1.97 0.57 0.19 0.06
H 2.27 0.38 -1.52 0.07
H 1.85 -1.03 -0.55 0.06
C -1.08 0.77 0.47 -0.53
N -0.32 1.41 1.41 0.14
O -1.19 -1.00 1.15 -0.02
O -2.16 1.11 0.06 0.07
H -0.46 -1.21 1.76 0.12
H 0.64 1.12 1.50 0.08
H -0.61 2.36 1.56 0.12
```

---

Which of them is most stable? Easy: w.

---

w:
Molecular formula: C4H9NO3
Method: DFT, ωB97M-V with the def2-TZVPD basis set

The total charge is 0. The HOMO energy comes out at -7.845 eV. The calculation puts the frontier orbital gap at 8.17 eV.

```
17
Properties=species:S:1:pos:R:3:lowdin_charge:R:1
C 0.67 0.76 -0.52 -0.18
C 2.26 -0.72 0.56 -0.17
C -1.55 0.32 0.48 -0.45
N 0.90 -0.25 0.53 -0.15
C -0.65 0.09 -0.65 -0.19
O -1.83 1.65 0.79 0.03
O -2.70 -0.48 0.55 0.04
O -0.94 -0.87 -1.56 0.10
H -2.72 1.88 0.51 0.11
H -2.50 -1.33 0.13 0.10
H -0.20 -0.96 -2.18 0.13
H -0.62 0.03 1.23 0.18
H 0.67 1.81 -0.19 0.12
H 1.29 0.64 -1.42 0.12
H 2.32 -1.57 1.25 0.07
H 2.96 0.06 0.91 0.08
H 2.64 -1.07 -0.42 0.07
```

---

x:
Molecular formula: C4H9NO3
Method: DFT, ωB97M-V with the def2-TZVPD basis set

The total charge is 0. Its SMILES is CC(=O)C(N)=O.CO. The HOMO energy comes out at -9.204 eV. The calculation puts the frontier orbital gap at 9.42 eV.

```
17
Properties=species:S:1:pos:R:3:lowdin_charge:R:1
C 1.20 -0.81 -1.40 -0.14
C 0.93 0.81 1.34 -0.01
C 0.01 0.91 0.17 -0.39
O 1.55 -1.77 -0.43 -0.11
O -0.24 1.97 -0.41 0.04
H 0.73 -2.13 -0.05 0.08
H 2.02 -0.10 -1.52 0.10
H 0.95 -1.28 -2.35 0.09
H 0.91 1.74 1.91 0.10
H 1.95 0.66 0.98 0.09
H 0.73 -0.02 2.02 0.09
N -2.48 0.46 -0.01 0.17
C -1.34 -0.16 0.38 -0.46
O -1.24 -1.29 0.80 0.04
H -2.42 1.42 -0.34 0.10
H -3.36 -0.04 -0.04 0.12
H 0.10 -0.36 -1.03 0.11
```

---

y:
Molecular formula: C4H9NO3
Method: DFT, ωB97M-V with the def2-TZVPD basis set

The total charge is 0. Its SMILES is N[C@H](C=O)CC=O.O. The HOMO energy comes out at -9.803 eV. The calculation puts the frontier orbital gap at 10.41 eV.

```
17
Properties=species:S:1:pos:R:3:lowdin_charge:R:1
O 1.30 2.47 1.24 0.06
C 0.46 2.20 0.43 -0.23
C -0.86 1.47 0.86 -0.26
C -0.57 -0.06 0.57 -0.12
C -1.38 -0.89 1.51 -0.27
O -2.25 -1.59 1.06 0.07
N -2.09 1.79 -0.01 0.05
H 0.63 2.61 -0.53 0.11
H -1.08 1.70 1.95 0.16
H -0.83 -0.40 -0.39 0.10
H 0.44 -0.12 0.91 0.10
H -1.08 -0.73 2.53 0.12
H -2.09 1.26 -0.93 0.10
H -1.97 2.70 -0.22 0.00
H 4.35 -4.29 -3.35 -0.02
H 3.65 -3.59 -4.41 0.09
O 4.28 -4.39 -4.26 -0.07
```

---

Which of them is most stable? Easy: x.

---

w:
Molecular formula: C4H9NO3
Method: DFT, ωB97M-V with the def2-TZVPD basis set

The total charge is 0. The HOMO energy comes out at -8.092 eV. The calculation puts the frontier orbital gap at 7.58 eV.

```
17
Properties=species:S:1:pos:R:3:lowdin_charge:R:1
O -1.65 -0.20 -0.90 -0.10
C -1.47 -1.21 -0.18 -0.74
O -0.74 -1.26 0.85 -0.10
C -2.27 -2.47 -0.52 -0.03
H -1.84 -3.37 -0.10 0.06
H -3.28 -2.35 -0.12 0.07
H -2.33 -2.54 -1.61 0.07
O 2.93 1.13 0.45 0.05
C 2.03 0.45 0.01 -0.21
C 0.62 0.91 0.00 -0.12
N 0.61 2.40 0.26 0.19
H 2.18 -0.58 -0.35 0.14
H 0.10 0.74 -0.94 0.11
H 0.06 0.40 0.80 0.11
H 1.20 2.62 1.07 0.16
H 0.98 2.92 -0.53 0.17
H -0.35 2.71 0.40 0.17
```

---

x:
Molecular formula: C4H9NO3
Method: DFT, ωB97M-V with the def2-TZVPD basis set

The total charge is 0. Its SMILES is COCO/N=C\CO. The HOMO energy comes out at -9.779 eV. The calculation puts the frontier orbital gap at 10.38 eV.

```
17
Properties=species:S:1:pos:R:3:lowdin_charge:R:1
C 1.57 1.18 0.66 -0.06
C 1.66 -0.89 -0.49 -0.29
C -1.61 -0.75 0.68 -0.11
C -2.32 0.06 -0.31 -0.33
H 0.48 1.72 0.16 0.14
H 2.63 1.80 1.07 0.15
H 1.13 0.36 1.61 0.14
H 1.66 -1.36 -1.62 0.17
H 1.74 -1.69 0.45 0.17
H -1.92 -0.68 1.68 0.11
H -2.54 -0.48 -1.37 0.17
H -3.26 0.19 0.13 0.09
H -0.94 0.86 -1.22 0.21
N -0.33 -0.84 0.78 0.04
O 2.35 0.25 -0.28 -0.22
O 0.22 -0.55 -0.52 -0.27
O -1.63 1.24 -0.40 -0.11
```

---

y:
Molecular formula: C4H9NO3
Method: DFT, ωB97M-V with the def2-TZVPD basis set

The total charge is 0. Its SMILES is N[C@@H](CO)CC(=O)O. The HOMO energy comes out at -9.882 eV. The calculation puts the frontier orbital gap at 10.54 eV.

```
17
Properties=species:S:1:pos:R:3:lowdin_charge:R:1
C 1.21 1.09 -0.69 -0.23
O 1.32 1.59 -2.00 -0.07
C 0.21 -0.06 -0.51 -0.33
C -0.65 0.12 0.80 -0.04
C -0.59 -1.12 1.65 -0.53
O -0.14 -0.86 2.90 0.10
O -0.81 -2.23 1.27 0.11
N -0.61 -0.22 -1.70 0.03
H 2.22 0.78 -0.41 0.12
H 1.00 1.93 -0.02 0.11
H 0.56 1.30 -2.54 0.06
H 0.66 -1.05 -0.39 0.14
H -1.67 0.21 0.47 0.12
H -0.34 1.01 1.34 0.11
H -0.06 -1.73 3.35 0.13
H -1.39 0.41 -1.70 0.09
H -0.93 -1.18 -1.81 0.09
```

---

Which of them is most stable? Easy: y.